No. 1
Here is one molecule with the formula C13H15N5O5S at a distorted geometry from OMol25. Energies are from wB97M-V/def2-TZVPD.

Calculated values
Largest force on an atom   0.0785 hartree/bohr
ΔE to the lowest compared entry with this formula, charge and spin   0.0 kJ/mol
SMILES   COc1ccc(S(=O)(=O)NNc2nc(C)cc(C)n2)cc1[N+](=O)[O-]
Kohn-Sham gap   7.8 eV
HOMO level   -8.76 eV

CARTESIAN COORDINATES (ANGSTROEM)
O1 0.672829 -4.720760 3.102640
O2 -2.606695 -0.071249 0.165237
O3 -0.983583 -0.027476 2.064491
O4 0.976934 -6.283804 1.712373
N1 -0.340403 3.159350 -0.780191
N2 1.386373 3.499481 0.786848
O5 -0.016193 -6.083442 -0.748728
C1 0.605099 2.720087 0.041097
C2 -0.599846 4.460114 -0.876754
C3 1.081410 4.803825 0.772350
C4 0.119345 5.338199 -0.072194
C5 -0.786065 -3.944832 -1.306833
C6 -1.079098 -2.614427 -0.999841
C7 -0.406471 -3.026196 1.272395
C8 -0.271118 -4.800946 -0.360229
C9 -0.069698 -4.375195 0.967725
C10 -0.883731 -2.120991 0.290376
N3 0.828193 1.344620 0.179163
N4 -0.101475 0.344314 -0.384458
N5 0.571041 -5.163504 1.983432
C11 1.164266 -6.210752 -1.544314
C12 -1.723600 4.956475 -1.745456
C13 1.719854 5.688437 1.781444
S1 -1.255229 -0.425317 0.671072
H1 -0.117505 6.411723 -0.062566
H2 -1.014736 -4.305950 -2.322034
H3 -1.412714 -1.931469 -1.769428
H4 -0.290510 -2.697532 2.301421
H5 1.375877 1.148100 1.001543
H6 -0.669145 0.804436 -1.108158
H7 1.380093 -7.285433 -1.661238
H8 1.049158 -5.770301 -2.559449
H9 2.013779 -5.783962 -1.045199
H10 -1.706706 4.416061 -2.741801
H11 -1.539001 6.011391 -1.927668
H12 -2.686197 4.828347 -1.216956
H13 1.035179 5.753248 2.660922
H14 2.673598 5.261202 2.123749
H15 1.906691 6.694130 1.355220

Forces on the atoms, in the same order (eV/Å):
-0.26 1.07 0.38
2.70 -1.36 0.36
0.26 -1.52 -2.37
-0.12 0.39 -0.71
-0.60 -1.18 -0.71
-0.17 0.16 0.40
0.08 0.23 -0.05
-0.58 0.18 -0.03
0.45 0.07 0.81
-0.03 -0.35 -0.12
-0.47 0.40 -0.31
-0.76 1.33 -0.62
0.27 0.03 0.00
-0.10 0.09 -0.15
0.37 -1.24 0.42
-0.73 2.49 -1.34
0.48 -1.91 0.95
-1.32 0.15 -1.13
0.75 0.80 1.10
0.44 -1.87 0.83
-0.11 -0.77 -0.82
0.41 -0.77 -0.83
0.53 0.32 0.50
-1.97 3.32 1.19
0.22 -0.58 0.02
0.34 0.06 0.67
-0.19 -0.14 -0.08
0.11 0.03 -0.16
-0.21 -0.77 -0.04
0.40 0.22 0.33
-0.36 0.43 0.10
-0.05 -0.11 0.65
0.40 0.42 0.30
-0.28 0.52 1.25
-0.27 0.12 -0.08
0.40 -0.05 -0.44
0.53 0.14 -0.60
-0.34 0.14 -0.08
-0.22 -0.48 0.42


No. 2
Here is one molecule with the formula C13H15NO2 at a distorted geometry from OMol25. Energies are from wB97M-V/def2-TZVPD.

Calculated values
Largest force on an atom   0.0668 hartree/bohr
ΔE to the lowest compared entry with this formula, charge and spin   11.4 kJ/mol
SMILES   CN(C(=O)OC1=CCCC1)c1ccccc1
Kohn-Sham gap   9.2 eV
HOMO level   -8.35 eV

CARTESIAN COORDINATES (ANGSTROEM)
O1 0.488017 -1.205305 2.082840
O2 0.539033 -0.129741 0.037172
C1 -0.061343 -0.635428 1.200703
C2 2.460850 0.405541 -1.242794
C3 1.883522 -0.319596 -0.221090
C4 -3.411476 1.597438 -1.785532
C5 -2.936663 0.282310 -1.983076
C6 -3.249199 2.197319 -0.507846
C7 -2.334437 -0.409560 -0.943450
C8 -2.655414 1.462504 0.544222
C9 -2.172558 0.182072 0.330984
N1 -1.458088 -0.461905 1.335499
C10 -2.118630 -0.673789 2.643100
C11 3.931340 0.071224 -1.386700
C12 2.934057 -1.084817 0.540539
C13 4.192825 -0.988905 -0.327755
H1 1.919800 1.031020 -1.961846
H2 -3.893060 2.121954 -2.598315
H3 -3.077925 -0.174815 -2.927626
H4 -3.624589 3.198027 -0.250519
H5 -1.885574 -1.395281 -1.120047
H6 -2.553180 1.874242 1.544422
H7 -3.181895 -0.493048 2.541710
H8 -1.958061 -1.721838 2.947279
H9 -1.721651 0.001126 3.425651
H10 4.170211 -0.280371 -2.406626
H11 4.488339 0.982472 -1.171356
H12 3.117922 -0.621822 1.515914
H13 2.667330 -2.148787 0.674552
H14 5.105061 -0.709462 0.236141
H15 4.395437 -1.952779 -0.766150

Forces on the atoms, in the same order (eV/Å):
1.78 -0.59 0.86
-1.41 -0.75 1.46
-1.70 0.20 -0.25
-1.19 -1.81 0.99
1.57 2.21 -2.11
0.57 -0.21 1.41
-0.32 1.23 1.16
-0.22 -0.80 0.05
0.57 -0.01 0.48
-0.48 0.42 -0.79
-0.58 0.58 -1.96
1.33 0.07 -0.57
1.16 -0.39 0.05
-0.72 0.52 -0.55
-0.27 -0.76 0.69
0.64 0.30 0.34
0.15 -0.16 0.52
0.01 0.10 0.04
0.02 -0.42 -0.77
0.17 -0.45 -0.51
-0.35 0.35 0.12
0.00 0.21 -0.20
-0.05 0.02 -0.26
-0.06 0.50 0.04
-0.07 -0.37 -0.38
0.02 0.30 0.39
0.33 0.02 -0.25
-0.31 -0.29 0.02
-0.05 0.57 0.30
-0.61 -0.31 -0.02
0.07 -0.29 -0.30


What did the first record say?
Here is one molecule with the formula C13H15N5O5S at a distorted geometry from OMol25. Energies are from wB97M-V/def2-TZVPD.

Calculated values
Largest force on an atom   0.0785 hartree/bohr
ΔE to the lowest compared entry with this formula, charge and spin   0.0 kJ/mol
SMILES   COc1ccc(S(=O)(=O)NNc2nc(C)cc(C)n2)cc1[N+](=O)[O-]
Kohn-Sham gap   7.8 eV
HOMO level   -8.76 eV

CARTESIAN COORDINATES (ANGSTROEM)
O1 0.672829 -4.720760 3.102640
O2 -2.606695 -0.071249 0.165237
O3 -0.983583 -0.027476 2.064491
O4 0.976934 -6.283804 1.712373
N1 -0.340403 3.159350 -0.780191
N2 1.386373 3.499481 0.786848
O5 -0.016193 -6.083442 -0.748728
C1 0.605099 2.720087 0.041097
C2 -0.599846 4.460114 -0.876754
C3 1.081410 4.803825 0.772350
C4 0.119345 5.338199 -0.072194
C5 -0.786065 -3.944832 -1.306833
C6 -1.079098 -2.614427 -0.999841
C7 -0.406471 -3.026196 1.272395
C8 -0.271118 -4.800946 -0.360229
C9 -0.069698 -4.375195 0.967725
C10 -0.883731 -2.120991 0.290376
N3 0.828193 1.344620 0.179163
N4 -0.101475 0.344314 -0.384458
N5 0.571041 -5.163504 1.983432
C11 1.164266 -6.210752 -1.544314
C12 -1.723600 4.956475 -1.745456
C13 1.719854 5.688437 1.781444
S1 -1.255229 -0.425317 0.671072
H1 -0.117505 6.411723 -0.062566
H2 -1.014736 -4.305950 -2.322034
H3 -1.412714 -1.931469 -1.769428
H4 -0.290510 -2.697532 2.301421
H5 1.375877 1.148100 1.001543
H6 -0.669145 0.804436 -1.108158
H7 1.380093 -7.285433 -1.661238
H8 1.049158 -5.770301 -2.559449
H9 2.013779 -5.783962 -1.045199
H10 -1.706706 4.416061 -2.741801
H11 -1.539001 6.011391 -1.927668
H12 -2.686197 4.828347 -1.216956
H13 1.035179 5.753248 2.660922
H14 2.673598 5.261202 2.123749
H15 1.906691 6.694130 1.355220

Forces on the atoms, in the same order (eV/Å):
-0.26 1.07 0.38
2.70 -1.36 0.36
0.26 -1.52 -2.37
-0.12 0.39 -0.71
-0.60 -1.18 -0.71
-0.17 0.16 0.40
0.08 0.23 -0.05
-0.58 0.18 -0.03
0.45 0.07 0.81
-0.03 -0.35 -0.12
-0.47 0.40 -0.31
-0.76 1.33 -0.62
0.27 0.03 0.00
-0.10 0.09 -0.15
0.37 -1.24 0.42
-0.73 2.49 -1.34
0.48 -1.91 0.95
-1.32 0.15 -1.13
0.75 0.80 1.10
0.44 -1.87 0.83
-0.11 -0.77 -0.82
0.41 -0.77 -0.83
0.53 0.32 0.50
-1.97 3.32 1.19
0.22 -0.58 0.02
0.34 0.06 0.67
-0.19 -0.14 -0.08
0.11 0.03 -0.16
-0.21 -0.77 -0.04
0.40 0.22 0.33
-0.36 0.43 0.10
-0.05 -0.11 0.65
0.40 0.42 0.30
-0.28 0.52 1.25
-0.27 0.12 -0.08
0.40 -0.05 -0.44
0.53 0.14 -0.60
-0.34 0.14 -0.08
-0.22 -0.48 0.42


- What is the HOMO level in the second record?
  -8.35 eV


- Which formula does entry 1 have?
  C13H15N5O5S


- What is the formula in the first record?
  C13H15N5O5S